[1]
A 6-piece molecular cluster, C38H31I2O27P overall. Source: the Open Molecules 2025 dataset; level of theory: wB97M-V/def2-TZVPD.

largest force on an atom = 0.048 hartree/bohr
frontier orbital gap = 7.04 eV
energy above the lowest of the compared OMol25 structures with the same formula, charge and spin = 0.0 kJ/mol
HOMO energy = -9.20 eV
LUMO energy = -2.16 eV
DFT total energy = -4434.946652 a.u.

The geometry in XYZ format:
```
99
Properties=species:S:1:pos:R:3:forces:R:3:lowdin_charge:R:1
C -6.032 3.476 0.815 0.21 0.11 0.49 -0.0622
C -6.780 2.212 1.275 -0.51 0.13 -0.36 -0.2983
C -6.260 0.892 0.689 0.54 0.13 -0.36 -0.6204
I -7.807 -0.576 0.935 0.04 -0.05 -0.26 0.9058
C -4.839 0.459 1.179 0.07 0.72 1.72 -0.3438
C -4.564 -1.008 1.623 -0.23 -0.01 -0.46 -0.1309
C -4.527 -1.171 3.148 0.38 0.00 -0.08 -0.8284
O -3.478 -1.232 3.697 0.05 -0.08 0.12 0.0250
I -6.282 -1.326 4.367 0.00 0.01 -0.13 0.8257
O -4.602 1.236 2.416 0.22 -0.32 0.20 0.0338
C -3.522 2.031 2.310 -0.56 -0.06 0.08 -0.5182
O -2.921 2.464 3.243 -0.07 0.34 -0.32 0.1827
O -3.255 2.241 0.997 0.05 0.10 0.10 0.0771
C -3.622 1.010 0.396 0.84 -0.89 -0.94 -0.2440
P -3.676 1.048 -1.421 -1.05 2.11 -0.68 0.4685
O -4.571 2.050 -2.007 -0.26 -0.26 0.16 -0.2362
O -4.046 -0.428 -1.886 0.92 -0.13 0.74 -0.0670
O -2.171 1.374 -1.824 0.23 -0.63 0.14 -0.0966
H -6.730 4.214 0.426 -0.02 -0.05 -0.04 0.0805
H -5.284 3.291 0.049 -0.11 -0.04 -0.12 0.0553
H -5.525 3.946 1.661 0.07 0.00 -0.05 0.0790
H -7.801 2.301 0.901 0.00 -0.12 0.01 0.0778
H -6.884 2.160 2.358 0.20 -0.07 0.01 0.1075
H -6.188 1.045 -0.388 -0.17 -0.23 -0.04 0.0624
H -3.539 -1.254 1.345 0.00 -0.04 0.03 0.1149
H -5.208 -1.735 1.131 -0.26 0.13 0.16 0.0726
H -2.717 0.404 0.564 -0.41 -0.52 0.16 0.1240
H -3.391 -1.057 -1.538 -0.28 -0.27 -0.22 0.0936
H -2.183 2.189 -2.351 0.10 -0.09 0.02 0.1124
C 2.082 -1.335 -2.229 0.13 -0.04 -0.03 0.0880
C 0.840 -1.079 -1.795 0.09 0.01 -0.23 -0.2205
C 0.518 -0.986 -0.324 0.24 -0.03 0.51 -0.2966
O -0.628 -0.742 0.020 -0.25 -0.07 -0.50 0.0867
C 1.589 -1.198 0.628 -0.13 0.06 0.02 0.0794
C 2.831 -1.454 0.193 -0.05 0.05 0.32 -0.2242
C 3.155 -1.529 -1.275 -0.20 0.02 -0.38 -0.2797
O 4.309 -1.750 -1.592 -0.02 -0.12 0.34 0.0969
O 3.852 -1.659 1.011 0.05 -0.02 -0.24 0.1334
O -0.177 -0.884 -2.626 -0.05 -0.10 0.23 0.1173
H 2.326 -1.402 -3.280 -0.02 0.01 -0.01 0.1392
H 1.343 -1.143 1.680 0.02 0.01 0.01 0.1404
H 4.632 -1.817 0.444 0.03 0.03 0.03 0.1275
H -0.950 -0.688 -2.069 0.00 0.24 -0.04 0.0784
C 1.843 3.769 0.823 -0.12 -0.02 -0.04 0.0711
C 3.075 3.590 1.317 -0.07 0.14 -0.28 -0.2404
C 3.310 2.916 2.643 -0.18 -0.17 0.34 -0.3221
O 4.465 2.778 3.007 0.09 0.10 -0.19 0.0999
C 2.161 2.477 3.406 0.15 -0.01 -0.02 0.0701
C 0.921 2.658 2.918 0.07 -0.17 0.34 -0.2317
C 0.688 3.310 1.576 0.16 0.15 -0.25 -0.3078
O -0.458 3.421 1.185 -0.05 -0.10 0.13 0.1137
O -0.165 2.276 3.569 0.11 0.17 -0.49 0.1169
O 4.174 3.984 0.686 0.05 -0.10 0.17 0.1124
H 1.664 4.249 -0.129 0.02 0.01 0.00 0.1331
H 2.342 2.010 4.363 -0.04 -0.01 0.01 0.1349
H -0.938 2.520 3.013 -0.15 0.00 0.31 0.0826
H 4.920 3.729 1.264 0.01 -0.01 0.01 0.1199
C -4.055 4.012 6.023 -0.13 -0.17 -0.07 0.0762
C -3.070 4.709 6.605 -0.01 -0.23 -0.15 -0.2307
C -3.330 6.014 7.310 -0.26 0.24 0.07 -0.3141
O -2.385 6.579 7.829 0.14 -0.14 -0.07 0.1057
C -4.688 6.530 7.328 0.11 0.06 0.06 0.0722
C -5.671 5.833 6.743 -0.02 0.27 0.15 -0.2368
C -5.414 4.515 6.061 0.29 -0.24 -0.09 -0.3110
O -6.367 3.938 5.568 -0.14 0.18 0.03 0.1013
O -6.934 6.241 6.718 0.02 -0.18 -0.09 0.1128
O -1.803 4.311 6.608 -0.02 0.18 0.11 0.1206
H -3.882 3.073 5.515 0.07 0.02 -0.01 0.1228
H -4.862 7.475 7.822 -0.03 -0.01 0.00 0.1347
H -7.429 5.550 6.236 0.00 -0.02 0.00 0.1188
H -1.307 4.996 7.096 0.01 0.00 0.01 0.1195
C 8.640 -1.805 -4.389 -0.08 0.10 0.08 0.0755
C 9.271 -2.779 -5.060 0.06 0.29 0.03 -0.2365
C 8.772 -4.201 -5.059 -0.30 -0.24 0.15 -0.3167
O 9.396 -5.018 -5.712 0.17 0.14 -0.07 0.1042
C 7.587 -4.518 -4.285 0.07 -0.08 -0.10 0.0775
C 6.958 -3.544 -3.610 -0.09 -0.43 0.01 -0.2179
C 7.443 -2.119 -3.631 0.18 0.15 -0.11 -0.3061
O 6.789 -1.312 -3.000 0.10 0.10 0.01 0.1123
O 5.868 -3.746 -2.884 1.04 0.51 0.34 0.0761
O 10.372 -2.571 -5.772 -0.06 -0.20 -0.01 0.1146
H 8.988 -0.782 -4.384 0.02 -0.01 -0.03 0.1351
H 7.248 -5.545 -4.279 -0.01 0.01 0.02 0.1349
H 5.616 -2.870 -2.512 -0.19 -0.03 -0.04 0.0842
H 10.613 -3.439 -6.152 0.00 -0.01 -0.01 0.1203
C 2.328 -7.578 -5.256 0.08 -0.04 0.10 0.0735
C 1.564 -7.011 -6.200 0.04 -0.30 0.07 -0.2365
C 1.507 -5.517 -6.387 0.12 0.33 0.11 -0.3177
O 0.801 -5.086 -7.281 -0.08 -0.20 -0.04 0.1055
C 2.286 -4.681 -5.496 -0.07 0.03 -0.08 0.0729
C 3.048 -5.247 -4.547 -0.10 0.33 0.00 -0.2228
C 3.125 -6.742 -4.378 -0.12 -0.35 -0.14 -0.3104
O 3.856 -7.176 -3.507 0.05 0.20 0.07 0.1116
O 3.787 -4.547 -3.698 -0.89 -0.52 -0.39 0.0852
O 0.809 -7.710 -7.037 -0.01 0.21 -0.03 0.1167
H 2.378 -8.649 -5.116 -0.01 0.00 -0.03 0.1361
H 2.224 -3.610 -5.629 0.02 0.00 0.01 0.1315
H 4.237 -5.197 -3.125 0.16 0.08 0.01 0.1121
H 0.367 -7.056 -7.613 0.00 0.00 -0.02 0.1210
```
Positions in Å, forces in eV/Å.

---

[2]
C38H31IN5OsPS as an isolated structure. Source: the Open Molecules 2025 dataset; level of theory: wB97M-V/def2-TZVPD.

multiplicity = 5
total charge = +4
largest force on an atom = 0.083 hartree/bohr
frontier orbital gap (spin up / spin down) = 4.97 / 2.12 eV
energy above the lowest of the compared OMol25 structures with the same formula, charge and spin = 109.5 kJ/mol
HOMO energy (spin up / spin down) = -16.75 / -16.70 eV
LUMO energy (spin up / spin down) = -11.78 / -14.58 eV
DFT total energy = -2866.750091 a.u.

The geometry in XYZ format:
```
78
Properties=species:S:1:pos:R:3:forces:R:3:lowdin_spin:R:1
Os -21.618 -1.689 -0.629 -1.10 -0.43 -0.99 2.0740
N -19.400 -3.333 1.113 0.23 -0.72 -0.04 0.0016
C -19.736 -2.083 1.600 0.22 1.58 1.34 0.0290
C -19.217 -1.697 2.877 -1.01 0.35 -0.09 0.0065
C -19.534 -0.459 3.447 0.20 -0.35 -1.62 0.0240
C -20.206 0.488 2.627 0.97 -0.35 1.14 0.0021
C -20.681 0.108 1.425 -0.88 0.07 -0.76 0.0451
N -20.501 -1.190 0.923 1.51 1.40 2.05 0.1365
C -20.127 -4.226 0.319 -0.56 0.69 -1.00 0.0157
C -19.807 -5.615 0.238 -0.38 1.77 0.92 0.0071
C -20.608 -6.493 -0.435 -1.25 1.21 0.27 0.0067
C -21.745 -5.959 -1.106 1.07 0.22 -0.20 0.0046
C -21.883 -4.595 -1.156 -0.94 0.89 0.33 0.0380
N -21.148 -3.687 -0.416 1.42 -3.58 0.03 0.1112
H -18.605 -3.739 1.609 -0.39 0.02 -0.20 -0.0001
H -18.696 -2.453 3.429 0.33 -0.15 0.32 0.0011
H -19.252 -0.132 4.442 0.23 -0.46 -0.02 0.0011
H -20.233 1.506 2.989 -0.55 0.07 -0.16 -0.0002
H -21.342 0.844 0.865 1.15 -1.36 0.28 0.0090
H -19.073 -5.952 0.933 0.72 -0.37 0.11 0.0010
H -20.454 -7.535 -0.261 0.07 -0.64 -0.42 0.0004
H -22.448 -6.583 -1.623 -0.12 -0.18 -0.16 0.0000
H -22.707 -4.076 -1.693 0.58 -0.88 0.19 0.0140
I -23.553 -2.316 1.093 -0.33 0.09 -0.27 0.0544
C -25.318 -1.718 0.120 -0.51 0.22 0.25 0.1908
C -26.374 -2.587 0.392 -2.12 1.79 0.29 0.0270
C -27.704 -2.078 0.490 1.30 -1.41 -1.39 0.1048
C -27.899 -0.747 0.238 -0.51 2.73 -0.36 0.1431
C -26.885 0.121 -0.225 1.93 -1.39 0.48 0.0090
C -27.054 1.494 -0.391 -2.13 0.08 0.49 0.1502
C -26.060 2.272 -0.949 -0.13 -0.03 0.08 0.0753
C -24.912 1.677 -1.423 0.21 1.32 -1.07 0.0346
C -24.554 0.364 -1.100 -0.96 -0.44 1.15 0.1716
P -23.060 -0.417 -1.763 0.09 2.10 -2.49 0.1644
C -21.955 1.019 -2.234 -2.18 -0.21 1.82 0.0459
C -21.925 2.150 -1.395 -0.55 -0.08 0.85 0.0276
C -21.116 3.224 -1.748 -0.61 0.97 1.81 -0.0020
C -20.224 3.115 -2.815 0.24 -0.43 0.56 0.0291
C -20.182 1.929 -3.550 0.60 -0.09 -0.85 0.0032
C -21.179 0.962 -3.336 1.65 -0.06 -1.60 0.0199
C -23.733 -1.080 -3.312 -1.04 -1.01 0.97 0.0640
C -24.284 -2.358 -3.490 0.73 -0.18 0.62 0.0132
C -24.795 -2.745 -4.717 0.44 0.97 1.21 0.0058
C -24.916 -1.830 -5.722 0.57 1.68 -1.05 0.0121
C -24.540 -0.484 -5.512 -0.28 -1.24 -0.33 0.0025
C -24.012 -0.167 -4.289 0.57 3.60 -0.48 0.0166
C -25.531 -0.399 -0.388 -0.27 -0.20 0.04 -0.0021
H -26.261 -3.604 0.620 0.54 -1.27 0.35 -0.0002
H -28.565 -2.738 0.523 0.19 -0.09 0.67 0.0026
H -28.852 -0.209 0.318 -0.06 -0.85 0.18 0.0028
H -28.047 1.944 -0.110 1.14 -0.40 -0.32 0.0032
H -26.278 3.319 -1.048 0.26 0.35 -0.38 0.0019
H -24.346 2.311 -2.125 0.15 -0.61 0.64 -0.0011
H -22.601 2.186 -0.481 1.09 0.15 -1.21 0.0023
H -21.162 4.141 -1.058 0.27 -1.35 -1.43 -0.0004
H -19.534 3.935 -2.932 0.20 -0.07 -0.45 0.0013
H -19.364 1.694 -4.300 -1.35 0.74 0.74 0.0001
H -21.315 0.196 -4.093 0.27 -0.27 0.26 0.0009
H -24.342 -3.074 -2.673 0.34 -0.02 -0.04 0.0027
H -25.053 -3.747 -4.810 -0.74 -1.58 -0.47 0.0002
H -25.245 -2.093 -6.707 -0.31 -0.34 -0.26 0.0005
H -24.594 0.266 -6.301 -0.28 -0.23 0.24 0.0003
H -23.817 0.931 -4.086 0.09 -1.43 -0.43 0.0002
N -16.523 -4.241 -4.123 -1.41 0.52 0.26 -0.0188
C -16.380 -2.978 -3.595 3.14 -2.74 -0.96 -0.0072
S -14.795 -2.463 -3.463 -1.68 0.92 0.12 0.0567
C -17.617 -2.411 -3.129 -1.01 -0.68 -0.35 0.0072
C -18.885 -2.994 -3.468 0.64 0.43 -0.21 0.0009
C -20.046 -2.502 -2.949 0.44 -0.32 -0.01 0.0221
N -20.002 -1.601 -1.934 0.34 1.44 -0.51 0.0205
C -18.835 -0.915 -1.755 0.75 -1.26 -0.88 0.0124
C -17.611 -1.306 -2.341 -0.57 1.53 2.67 -0.0046
H -15.875 -4.585 -4.813 0.21 -0.22 0.34 -0.0005
H -17.342 -4.788 -3.864 0.69 0.03 -0.61 -0.0005
H -18.985 -3.837 -4.138 0.18 0.33 -0.35 -0.0003
H -21.003 -2.808 -3.388 0.17 -0.09 0.76 0.0057
H -18.753 -0.017 -1.197 -0.77 0.42 1.13 0.0001
H -16.685 -0.840 -1.859 -1.16 -0.56 -1.51 0.0000
```
Positions in Å, forces in eV/Å.